{"formula": "C17H23DyN6O4SSe", "method": "ωB97M-V/def2-TZVPD", "species": ["C", "H", "C", "C", "C", "H", "C", "H", "C", "H", "H", "H", "C", "Se", "H", "H", "H", "N", "H", "N", "C", "C", "C", "C", "C", "H", "H", "C", "N", "H", "H", "C", "O", "H", "O", "H", "C", "S", "H", "H", "H", "H", "O", "H", "H", "C", "O", "H", "N", "C", "Dy", "N", "N"], "xyz": [[-3.704, -2.895, 1.812], [3.721, 3.112, 0.569], [-4.715, -5.003, 1.384], [-0.075, -2.080, 0.844], [-4.119, -4.115, 2.300], [-0.343, 4.328, 1.871], [-3.875, -2.526, 0.487], [-1.542, 3.927, 0.817], [-4.897, -4.631, 0.057], [5.533, 0.945, 0.781], [0.049, -1.859, 1.891], [5.166, 0.974, -2.317], [-2.881, -0.766, 1.539], [-2.205, 0.884, 2.062], [-4.512, -0.008, -1.019], [-2.814, 0.492, -0.797], [-0.314, -3.729, -2.190], [-0.554, 3.724, 1.065], [4.408, -0.079, -1.149], [-3.375, -1.190, 0.322], [2.445, 1.374, -0.453], [-0.339, -1.701, -1.345], [-3.479, -0.381, -0.881], [3.650, 1.936, -1.114], [-0.268, -3.073, -1.326], [-3.202, -0.967, -1.767], [6.219, 3.371, -0.977], [0.218, 3.609, -1.240], [4.186, 3.117, -0.361], [5.962, 3.351, 0.810], [-0.473, -1.034, -2.215], [-4.470, -3.391, -0.402], [1.193, 3.687, -2.012], [-4.009, -4.340, 3.355], [-0.751, 2.707, -1.332], [1.153, 4.471, 0.271], [4.791, 0.945, -1.260], [-0.077, -3.706, 0.282], [6.838, 1.051, -0.401], [3.998, 4.008, -0.827], [-4.608, -3.067, -1.451], [-5.090, -5.966, 1.722], [1.700, 0.553, -1.049], [-5.401, -5.298, -0.641], [3.292, 2.314, -2.103], [5.792, 1.368, -0.207], [2.105, 1.775, 0.751], [-2.814, -1.706, 3.400], [0.199, 4.264, -0.029], [5.667, 2.880, -0.145], [-0.056, 1.268, 0.267], [-0.248, -1.135, -0.079], [-3.078, -1.790, 2.428]], "homo_ev": [-13.889, -13.894], "total_charge": 2, "e_lumo_ev": [-6.90, -5.18], "multiplicity": 6}

{"formula": "C3H9BN2OS", "method": "ωB97M-V/def2-TZVPD", "species": ["N", "S", "H", "H", "B", "C", "H", "H", "H", "H", "C", "O", "N", "H", "H", "C", "H"], "xyz": [[-1.640, -0.904, 0.054], [-0.927, 1.625, 0.754], [2.376, 2.082, 0.006], [-3.299, 0.324, -0.594], [1.956, -0.009, 0.229], [-0.695, 0.021, 0.346], [3.840, -0.329, 0.451], [-3.596, -1.319, -0.517], [1.046, 1.468, -0.906], [-3.492, -0.388, 0.883], [2.002, 1.283, -0.659], [2.949, -0.686, 0.869], [0.646, -0.581, 0.473], [2.659, 1.229, -1.518], [0.544, -1.631, 0.654], [-3.020, -0.554, -0.031], [-1.348, -1.632, -0.493]], "homo_ev": -8.319, "e_lumo_ev": 0.42, "smiles": "CNC(=S)NB(C)O"}

{"formula": "C41H35CuN3O3P2S", "method": "ωB97M-V/def2-TZVPD", "species": ["O", "C", "N", "C", "Cu", "C", "C", "H", "C", "H", "C", "H", "C", "C", "H", "H", "H", "H", "H", "H", "C", "H", "H", "H", "C", "C", "P", "C", "H", "H", "C", "C", "P", "C", "O", "S", "H", "C", "H", "C", "H", "H", "C", "H", "C", "C", "H", "C", "C", "C", "C", "H", "H", "C", "C", "H", "H", "H", "C", "H", "H", "C", "C", "H", "C", "C", "N", "C", "H", "N", "H", "C", "C", "C", "C", "C", "C", "H", "C", "H", "H", "C", "O", "H", "H", "C"], "xyz": [[1.319, -0.447, 0.414], [2.408, -2.294, -1.669], [0.348, 2.181, 1.442], [-2.750, -1.064, -1.540], [0.042, 0.890, 0.005], [-3.502, 3.726, -4.164], [1.221, 2.850, -5.761], [-5.391, 3.970, -3.186], [-3.331, 3.101, 3.051], [-0.552, 5.323, -4.409], [-4.604, -2.506, -1.061], [3.493, 0.997, -4.056], [-1.760, 2.897, -6.580], [-2.822, 4.374, 2.863], [5.973, 3.054, 0.376], [-1.882, -0.946, 1.822], [-1.054, 3.080, -7.391], [-1.891, 5.477, -5.555], [-5.153, -3.420, -1.243], [0.870, -0.893, -4.346], [2.901, 2.515, -0.921], [-4.736, 0.269, 0.871], [2.743, -2.082, -0.665], [-4.713, 2.677, -1.175], [-2.638, 2.471, 0.834], [3.963, 3.199, -0.358], [-2.144, 1.324, -0.485], [2.425, 2.234, -5.457], [3.869, 4.251, -0.125], [-1.011, 0.267, 2.551], [-4.403, 3.533, -3.128], [1.349, -1.643, -3.730], [1.491, 0.381, -1.855], [-3.206, -0.148, -0.586], [-0.729, 1.751, -2.893], [2.279, 3.366, 3.044], [-1.936, 1.822, -6.514], [1.248, -1.298, 1.394], [3.002, -4.341, -1.540], [1.194, 2.655, 2.115], [-3.098, -2.928, -2.534], [1.147, -3.176, -5.213], [1.464, 1.317, -3.460], [1.973, 3.035, -1.141], [5.252, 1.173, -0.352], [5.143, 2.526, -0.074], [3.271, 2.355, -6.121], [-2.132, 3.763, 0.652], [1.816, -1.304, -2.457], [-1.208, 3.430, -5.247], [-0.961, 4.946, -5.348], [-2.702, 3.385, -6.830], [0.071, -1.859, 2.945], [-4.359, -0.429, 0.135], [0.272, 1.957, -3.792], [-3.595, 1.144, 2.236], [-1.644, 4.012, -0.284], [6.170, 0.646, -0.127], [-3.229, 2.146, 2.048], [4.273, -0.580, -1.096], [-1.832, -0.848, -2.080], [-5.049, -1.611, -0.102], [2.091, -3.908, -3.432], [-2.874, 5.102, 3.662], [0.112, 2.734, -4.930], [-2.222, 4.706, 1.656], [0.033, -1.379, 2.061], [4.184, 0.480, -0.905], [1.149, 3.437, -6.669], [-0.994, -0.459, 1.840], [-3.797, 2.841, 3.993], [3.003, 1.150, -1.193], [-3.450, -2.231, -1.785], [1.494, -2.932, -4.216], [2.551, 1.471, -4.304], [-2.225, 3.176, -4.138], [2.541, -3.583, -2.162], [2.201, -4.917, -3.808], [-4.033, 2.802, -2.009], [-5.945, -1.830, 0.465], [-3.807, 4.323, -5.014], [-1.904, 2.405, -3.030], [2.147, -2.052, 1.734], [-0.253, 5.171, -6.145], [-1.801, 5.692, 1.508], [-2.768, 2.237, -1.952]], "homo_ev": [-7.530, -7.508], "e_lumo_ev": [0.27, -1.22], "relative_energy_kcal_mol": 8.7, "multiplicity": 2}

{"formula": "C8H14", "method": "ωB97M-V/def2-TZVPD", "species": ["H", "H", "H", "C", "H", "H", "C", "H", "C", "H", "H", "H", "C", "H", "H", "H", "H", "C", "C", "C", "H", "C"], "xyz": [[-0.492, 2.700, 0.131], [-0.315, -2.589, -0.090], [1.758, -1.744, 0.971], [-0.028, -1.619, -0.440], [-0.087, -1.647, -1.515], [-2.835, -1.067, 0.291], [-0.313, 0.188, 1.411], [2.452, 0.408, 0.688], [0.224, 2.161, -0.425], [-2.540, 0.735, 0.095], [2.177, -1.800, -0.661], [-0.961, 0.864, 1.836], [-2.289, -0.295, -0.226], [1.180, 2.665, -0.414], [0.179, -0.540, 2.070], [-2.659, -0.381, -1.294], [1.845, 0.579, -1.038], [0.263, 0.706, 0.173], [1.660, 0.230, -0.060], [-0.779, -0.402, 0.014], [0.108, 2.171, -1.522], [1.453, -1.323, 0.002]], "homo_ev": -9.096, "e_lumo_ev": 1.02, "relative_energy_kcal_mol": 40.3, "smiles": "C[C@@]12CCC[C@]1(C)C2"}

{"formula": "C4H4ClNO4S", "method": "ωB97M-V/def2-TZVPD", "species": ["O", "O", "N", "O", "Cl", "H", "H", "H", "C", "C", "S", "H", "C", "C", "O"], "xyz": [[-0.207, -2.184, -0.931], [2.272, 1.500, -0.513], [-0.015, 0.172, -0.518], [-0.215, 2.378, 0.259], [2.154, -0.679, 1.310], [0.384, -1.995, -1.751], [-2.227, -1.556, 1.013], [0.733, 2.347, -0.068], [-1.719, -0.838, 0.451], [-0.609, 1.087, 0.278], [1.844, 0.139, -0.402], [-2.449, 1.057, 1.553], [-1.643, 0.495, 0.931], [-0.653, -1.103, -0.304], [2.350, -0.820, -1.306]], "homo_ev": -7.953, "e_lumo_ev": -0.56, "relative_energy_kcal_mol": 34.0, "smiles": "O=S(=O)(Cl)n1c(O)ccc1O"}